[1]
Density functional theory data (the ωB97M-V functional and the def2-TZVPD basis) for 8 unconnected molecules or ions with the total composition H16O8.

The multiplicity is 1. As for the HOMO energy: -9.775 eV. For the molar mass, the calculation gives 144.12 Da. As for the relative energy (zero: lowest compared OMol25 entry of this formula, charge and spin): 101.9 kcal per mole.

Cartesian coordinates (Å):
O 0.25 0.30 0.05
H 0.93 0.23 -0.63
H 0.68 -0.03 0.85
O -3.14 -0.19 -0.75
H -2.99 0.67 -0.36
H -3.95 -0.08 -1.27
O -3.49 -2.17 -0.90
H -3.58 -1.77 -0.03
H -4.31 -1.93 -1.35
O -1.81 -0.27 3.11
H -1.35 -0.91 2.55
H -2.18 0.37 2.48
O -1.62 3.51 0.33
H -0.75 3.90 0.19
H -1.48 2.87 1.04
O 2.85 2.80 -2.04
H 3.23 2.49 -2.87
H 3.08 2.11 -1.41
O 4.83 -1.11 1.95
H 5.70 -1.21 2.36
H 4.38 -0.47 2.53
O 2.01 -3.03 -1.83
H 1.56 -2.63 -1.08
H 2.06 -2.33 -2.48



[2]
Density functional theory data (the ωB97M-V functional and the def2-TZVPD basis) for a molecular structure, C11H12AuN3O3S.

The multiplicity is 1. As for the HOMO energy: -8.175 eV. For the molar mass, the calculation gives 463.27 Da. As for the relative energy (zero: lowest compared OMol25 entry of this formula, charge and spin): 0.0 kcal per mole.

Cartesian coordinates (Å):
Au -0.38 -0.19 0.54
O -1.46 -2.52 -1.24
C -0.52 -3.01 -2.15
C 0.91 -2.54 -1.93
C 1.94 -3.21 -2.58
C 3.24 -2.77 -2.45
C 3.48 -1.65 -1.66
C 2.40 -1.05 -1.04
N 1.14 -1.48 -1.17
H -1.69 -1.60 -1.48
H -0.78 -2.76 -3.18
H -0.53 -4.10 -2.07
H 1.71 -4.08 -3.19
H 4.05 -3.28 -2.95
H 4.48 -1.26 -1.53
H 2.54 -0.18 -0.41
S 0.32 0.06 2.74
C -0.65 1.49 2.73
N -0.14 2.63 2.20
C -0.83 3.79 2.07
C -2.09 3.89 2.56
C -2.65 2.76 3.19
C -1.95 1.59 3.27
H 0.77 2.54 1.77
H -0.31 4.59 1.56
H -2.63 4.82 2.46
H -3.65 2.82 3.59
H -2.37 0.70 3.72
O -1.60 0.25 -1.22
N -1.69 1.50 -1.46
O -1.08 2.22 -0.68



[3]
Density functional theory data (the ωB97M-V functional and the def2-TZVPD basis) for a single C10H20N2O2S molecule.

The multiplicity is 1. As for the HOMO energy: -7.958 eV. For the molar mass, the calculation gives 232.35 Da. As for the relative energy (zero: lowest compared OMol25 entry of this formula, charge and spin): 166.9 kcal per mole.

Cartesian coordinates (Å):
C 0.04 -2.27 0.74
C 0.37 0.93 -2.01
C -0.24 1.34 -0.92
C -0.19 1.41 2.98
C 2.26 2.13 -3.14
C 0.34 0.97 -4.36
C -0.23 -3.37 2.79
C -2.65 -1.37 1.94
C 0.53 0.95 1.70
C 0.77 1.78 -3.14
N -0.38 -2.14 1.98
N -1.21 -1.01 2.21
O 0.72 -3.16 0.29
O -0.11 -1.09 -0.04
S -0.78 0.23 0.60
H 0.49 -0.15 -1.99
H -0.42 2.35 -0.69
H -0.57 2.39 2.70
H -0.98 0.82 3.21
H 0.58 1.31 3.72
H 2.73 1.29 -2.89
H 2.53 2.83 -2.36
H 2.67 2.36 -4.04
H -0.14 1.56 -5.21
H -0.27 0.08 -4.27
H 1.23 0.49 -4.89
H -0.21 -3.00 3.89
H -0.92 -4.20 2.72
H 0.70 -3.75 2.57
H -3.04 -1.31 0.84
H -2.75 -2.39 2.40
H -3.08 -0.58 2.59
H 1.11 0.02 1.83
H 1.06 1.90 1.25
H 0.02 2.66 -2.97



[4]
Density functional theory data (the ωB97M-V functional and the def2-TZVPD basis) for 2 unconnected molecules or ions with the total composition C9H24N2O2.

Its total charge is +2. The multiplicity is 1. As for the HOMO energy (spin up / spin down): -16.272 / -16.612 eV. For the molar mass, the calculation gives 192.30 Da. As for the relative energy (zero: lowest compared OMol25 entry of this formula, charge and spin): 52.5 kcal per mole.

Cartesian coordinates (Å):
C 0.13 1.64 -2.39
C 2.50 -0.70 -0.29
C 2.25 1.68 0.29
C 1.70 0.08 2.02
C -0.29 -1.39 -1.63
C -0.65 -1.74 0.81
C -2.05 -0.25 -0.48
C -3.07 -0.01 0.59
C 0.25 0.47 -0.04
N 1.66 0.30 0.48
N -0.64 -0.77 -0.28
O -2.56 0.70 1.58
O -0.35 1.34 0.82
H 1.06 1.81 -3.00
H -0.42 2.51 -1.90
H -0.50 0.78 -2.65
H 2.53 -0.32 -1.41
H 3.54 -0.70 0.13
H 2.02 -1.59 -0.15
H 3.31 1.70 0.43
H 2.05 1.87 -0.80
H 1.70 2.35 0.91
H 1.50 -0.95 2.31
H 2.79 0.04 2.30
H 1.17 0.76 2.64
H 0.73 -1.34 -1.83
H -0.74 -2.44 -1.64
H -0.81 -0.91 -2.46
H -0.74 -1.35 1.86
H -1.64 -2.25 0.66
H -0.06 -2.51 0.74
H -1.94 0.84 -0.93
H -2.41 -0.86 -1.21
H -3.89 0.44 0.13
H -3.70 -0.94 0.93
H -3.23 0.69 2.30
H -1.22 1.02 1.16



[5]
Density functional theory data (the ωB97M-V functional and the def2-TZVPD basis) for a molecular structure, C2H3FHgO.

Its total charge is +2. The multiplicity is 1. As for the HOMO energy: -21.468 eV. For the molar mass, the calculation gives 262.63 Da. As for the relative energy (zero: lowest compared OMol25 entry of this formula, charge and spin): 0.0 kcal per mole.

Cartesian coordinates (Å):
H -0.90 -1.27 0.11
O 1.28 -0.28 0.04
C 0.26 0.42 0.16
C -1.04 -0.18 -0.26
Hg 3.11 -0.25 0.19
H 0.23 1.22 0.93
H -0.86 -0.20 -1.37
F -2.09 0.55 0.21



[6]
Density functional theory data (the ωB97M-V functional and the def2-TZVPD basis) for 2 unconnected molecules or ions with the total composition C5H14.

The multiplicity is 1. As for the HOMO energy: -10.610 eV. For the molar mass, the calculation gives 74.17 Da. As for the relative energy (zero: lowest compared OMol25 entry of this formula, charge and spin): 32.3 kcal per mole.

Cartesian coordinates (Å):
C 0.00 1.66 -0.93
C 0.09 0.38 -1.60
C 1.43 0.12 -2.42
H 0.90 2.26 -0.76
H -0.56 2.40 -1.54
H -0.66 1.62 -0.06
H -0.68 -0.06 -2.27
H 0.06 -0.46 -0.93
H 1.23 -0.38 -3.37
H 1.99 -0.66 -1.85
H 1.94 1.08 -2.60
C -0.06 -1.40 2.34
C -1.39 -0.65 2.34
H 0.58 -1.10 1.45
H 0.56 -0.95 3.24
H -0.02 -2.48 2.34
H -1.28 0.43 2.06
H -2.11 -0.93 3.11
H -2.01 -0.87 1.43